Entry 1:
Formula: C5H14
Source: the Open Molecules 2025 dataset
Level of theory: ωB97M-V/def2-TZVPD

Properties
E_LUMO = 0.041 Ha
Energy relative to the best compared isomer or geometry (same formula, charge and spin) = 12.7 kcal per mole
Frontier orbital gap = 12.206 eV
SMILES string = CCC.CC

Cartesian coordinates (Å):
C: 1.07207 1.21505 -1.32884
C: 1.25171 -0.25221 -0.89836
C: 2.69022 -0.70298 -1.07088
H: 0.20895 1.64496 -0.82199
H: 1.95389 1.78094 -1.02377
H: 1.00643 1.27790 -2.41267
H: 0.64866 -0.90717 -1.55121
H: 0.72266 -0.50414 0.02447
H: 3.37930 -0.52261 -0.24454
H: 3.17931 -0.20327 -1.90790
H: 2.69131 -1.77572 -1.24980
C: -2.07337 0.55015 1.72906
C: -2.80245 -0.79940 1.45441
H: -2.45500 0.91650 2.66428
H: -1.01221 0.28796 1.76267
H: -2.13497 1.14470 0.82054
H: -3.74191 -0.64328 0.92720
H: -3.05717 -1.28014 2.40423
H: -2.17180 -1.53311 0.95533

---

Entry 2:
Formula: C4H11N2
Source: the Open Molecules 2025 dataset
Level of theory: ωB97M-V/def2-TZVPD

Properties
E_LUMO = -0.131 Ha
Energy relative to the best compared isomer or geometry (same formula, charge and spin) = 31.1 kcal per mole
Frontier orbital gap = 9.883 eV
SMILES string = CC/C(N)=C/[NH3+]
Net charge = +1

Cartesian coordinates (Å):
C: 0.05256 -0.90273 -2.15410
C: -0.94775 -0.22700 -1.21789
C: -0.30256 0.26203 0.03974
N: 0.34138 1.47655 -0.00359
C: -0.26386 -0.46992 1.16264
N: 0.83874 -0.23042 2.12170
H: -0.39793 -1.65894 -2.79564
H: 0.50772 -0.17089 -2.82782
H: 0.84617 -1.43122 -1.63688
H: -1.48205 0.58234 -1.72320
H: -1.73910 -0.91383 -0.93546
H: 0.46582 1.90017 -0.90864
H: 0.24311 2.15080 0.73563
H: -0.58937 -1.49617 1.21830
H: 0.55736 0.32132 2.93268
H: 1.58749 0.27501 1.63514
H: 1.16969 -1.12723 2.47096

---

Entry 3:
Formula: C3H6O4
Source: the Open Molecules 2025 dataset
Level of theory: ωB97M-V/def2-TZVPD

Properties
E_LUMO = 0.020 Ha
Energy relative to the best compared isomer or geometry (same formula, charge and spin) = 61.8 kcal per mole
Frontier orbital gap = 10.619 eV

Cartesian coordinates (Å):
C: -0.47158 0.78303 -1.16040
C: 0.25230 -1.65915 1.54872
C: -0.64082 0.00593 0.15186
O: 0.31406 -0.90245 0.32477
O: 0.85123 1.76366 -0.84473
O: 0.10523 0.22720 -2.19549
O: -1.55052 0.22586 0.91165
H: 1.04386 0.96860 -1.81835
H: 0.68929 2.67522 -1.13246
H: -1.33030 1.45212 -1.31145
H: 0.37661 -0.99818 2.40706
H: 1.06892 -2.37324 1.49204
H: -0.70828 -2.16860 1.62678

---

Entry 4:
Formula: C35H31ClN4PSn
Source: the Open Molecules 2025 dataset
Level of theory: ωB97M-V/def2-TZVPD

Properties
E_LUMO = -0.369 Ha
Energy relative to the best compared isomer or geometry (same formula, charge and spin) = 20.2 kcal per mole
Frontier orbital gap = 6.206 eV
Net charge = +3

Cartesian coordinates (Å):
Sn: -0.31442 -0.52445 0.60734
N: -3.85071 -0.15212 -0.07984
C: -3.40532 0.79600 0.81747
C: -4.35868 1.66123 1.37153
C: -3.96525 2.62769 2.26537
C: -2.61247 2.73294 2.60273
C: -1.74149 1.85078 2.02637
N: -2.11668 0.88618 1.15289
C: -3.24208 -1.11381 -0.85020
C: -4.07593 -1.84818 -1.70964
C: -3.55696 -2.83529 -2.50833
C: -2.18322 -3.09425 -2.45366
C: -1.42660 -2.34423 -1.60211
N: -1.92509 -1.36713 -0.79911
H: -4.84585 -0.10046 -0.23407
H: -5.40077 1.56740 1.09395
H: -4.69123 3.30221 2.69871
H: -2.25675 3.48382 3.29256
H: -0.67891 1.89386 2.24934
H: -5.13553 -1.62907 -1.73553
H: -4.20069 -3.39696 -3.17140
H: -1.72679 -3.85775 -3.06591
H: -0.35643 -2.49827 -1.53590
N: 1.56208 -1.68745 -0.47277
C: 2.50615 -1.02484 -1.36399
C: 3.49415 -1.74851 -2.01687
C: 4.38892 -1.10528 -2.85753
C: 4.30052 0.26770 -3.05728
C: 3.30317 0.99101 -2.43050
C: 2.40962 0.34694 -1.57097
P: 1.14496 1.31729 -0.73023
C: 0.34020 2.37166 -1.93421
C: -0.28633 3.54907 -1.51267
C: -0.92199 4.35048 -2.44439
C: -0.95713 3.97183 -3.78156
C: -0.35641 2.78948 -4.19591
C: 0.27795 1.97527 -3.27351
C: 1.95951 2.33166 0.52500
C: 2.09345 1.84587 1.82585
C: 2.77048 2.58605 2.77958
C: 3.31405 3.81737 2.43438
C: 3.19551 4.29575 1.13681
C: 2.51698 3.56115 0.17623
H: 1.39170 -2.62219 -0.84106
H: 2.02883 -1.86485 0.41514
H: 3.57014 -2.82027 -1.87341
H: 5.15586 -1.67717 -3.36173
H: 5.00472 0.76881 -3.70700
H: 3.21922 2.05629 -2.60470
H: -0.25480 3.84226 -0.47008
H: -1.38854 5.27542 -2.13364
H: -1.46698 4.59655 -4.50256
H: -0.38155 2.50471 -5.23888
H: 0.73939 1.04803 -3.58862
H: 1.66961 0.87836 2.08977
H: 2.87902 2.20986 3.78794
H: 3.83009 4.40574 3.18080
H: 3.63161 5.24804 0.86672
H: 2.42658 3.94567 -0.83153
Cl: 2.57534 -3.09969 2.68642
C: 1.09859 -3.97649 2.76320
C: 1.15187 -5.35180 2.80290
C: -0.02477 -6.08809 2.90392
C: -1.26335 -5.44692 2.98588
C: -1.32283 -4.07919 2.93876
C: -0.14635 -3.28730 2.84410
C: -0.24134 -1.89055 2.94224
H: 2.10771 -5.85655 2.76562
H: 0.02767 -7.16845 2.93369
H: -2.16744 -6.02910 3.09676
H: -2.27694 -3.57387 3.03021
H: 0.63668 -1.32204 3.22162
H: -1.19776 -1.46782 3.22949

---

Entry 5:
Formula: C15H24LiO7
Source: the Open Molecules 2025 dataset
Level of theory: ωB97M-V/def2-TZVPD

Properties
E_LUMO = -0.095 Ha
Energy relative to the best compared isomer or geometry (same formula, charge and spin) = 0.0 kcal per mole
Frontier orbital gap = 7.824 eV
Net charge = +1

Cartesian coordinates (Å):
Li: -1.11814 -0.54063 0.69976
C: -2.66008 -2.01616 2.56246
O: -1.64826 -1.04034 2.57811
H: -2.58614 -3.03132 2.22232
H: -3.48497 -1.46576 2.18168
H: -2.97595 -2.35427 3.70283
H: -1.38054 -0.89596 3.58190
C: 0.86735 -2.35689 1.51399
O: 0.78010 -1.02487 0.87110
H: 1.65789 -3.08031 1.12588
H: -0.03548 -2.99678 1.60143
H: 1.15402 -2.29535 2.53215
H: 1.60886 -0.99481 0.49459
C: -1.71891 -2.47979 -1.33123
O: -2.26362 -1.32670 -0.73927
H: -1.33314 -3.09745 -0.46049
H: -1.13713 -2.43760 -2.23404
H: -2.55016 -3.06851 -1.67167
H: -2.76481 -1.00200 -1.36823
C: 2.40736 0.05754 -2.41414
C: 3.37345 -0.26149 -3.29678
C: 3.02329 -0.76413 -4.62615
C: 1.65100 -1.09214 -4.87414
C: 0.70152 -0.68783 -4.00401
C: 1.05078 -0.09844 -2.78058
O: 0.12425 0.31525 -1.80693
O: 4.01591 -0.89301 -5.52951
H: 2.44261 0.36521 -1.41904
H: 4.34303 0.11807 -3.26267
H: 1.23124 -1.78522 -5.95321
H: -0.26509 -0.96359 -4.12858
H: -0.72150 0.39597 -2.21931
H: 3.89986 -1.53683 -6.20764
C: 0.95320 3.19113 2.30257
C: 0.15415 2.45723 1.37677
C: -1.25523 2.33366 1.66348
C: -1.75828 3.05042 2.71608
C: -0.97033 3.74174 3.64418
C: 0.37415 3.96226 3.30079
O: 1.23229 4.66396 4.04929
O: -2.01378 1.53661 0.96627
H: 2.07403 3.23433 2.08374
H: 0.77786 1.95896 0.57126
H: -2.78651 3.13272 2.97356
H: -1.52057 4.18573 4.52863
H: 1.93864 5.11002 3.72481
H: -2.88824 1.77736 0.75801

---

Entry 6:
Formula: C36H43AsBrN3O2S2Sb2Y
Source: the Open Molecules 2025 dataset
Level of theory: ωB97M-V/def2-TZVPD

Properties
E_LUMO = -0.105 Ha
Energy relative to the best compared isomer or geometry (same formula, charge and spin) = 6.2 kcal per mole
Frontier orbital gap = 7.056 eV
Net charge = +1

Cartesian coordinates (Å):
Y: 0.10065 -0.69356 0.14504
Br: 4.81834 5.06857 -1.15671
C: 3.35532 3.88049 -1.02863
C: 2.14750 4.32213 -0.47894
C: 1.07016 3.47157 -0.38917
C: 1.15590 2.13047 -0.80210
O: 0.12804 1.32654 -0.70705
C: 2.38285 1.70281 -1.35498
C: 2.56725 0.36100 -1.84925
N: 1.87487 -0.66816 -1.50784
C: 2.11872 -1.91650 -2.15147
C: 3.32688 -2.30218 -2.66131
C: 3.48238 -3.54190 -3.32256
C: 2.42278 -4.38552 -3.46274
C: 1.16556 -4.03073 -2.91692
C: 0.03073 -4.86937 -3.02520
C: -1.15572 -4.48375 -2.48057
C: -1.20678 -3.26218 -1.78752
N: -0.17788 -2.45416 -1.65288
C: 1.01256 -2.80830 -2.23980
C: 3.46199 2.59638 -1.48614
H: 2.06294 5.34476 -0.13337
H: 0.12227 3.81826 0.00801
H: 3.35433 0.24237 -2.59522
H: 4.19157 -1.66014 -2.54733
H: 4.45282 -3.81207 -3.71953
H: 2.52558 -5.33272 -3.97912
H: 0.12280 -5.81506 -3.54718
H: -2.04867 -5.09016 -2.55116
H: -2.14063 -2.95128 -1.33030
H: 4.38517 2.25616 -1.94097
O: -1.16722 0.42814 1.71659
N: -0.77347 1.59666 2.20452
C: -1.72146 2.53039 2.44883
C: -1.39844 3.73577 3.00339
C: -0.06178 3.98948 3.31788
C: 0.88928 3.03873 3.04105
C: 0.54694 1.81214 2.45154
S: 1.70140 0.61105 2.02211
H: -2.72266 2.22748 2.18462
H: -2.17929 4.45895 3.19052
H: 0.22502 4.93243 3.76607
H: 1.93727 3.21084 3.24436
C: -2.33124 -1.91118 3.73858
Sb: -2.24209 -2.34538 1.66065
C: -2.23628 -4.47436 1.84883
C: -4.36162 -2.07416 1.26159
C: -4.73450 -2.72184 -0.05120
C: -5.04016 -4.08605 -0.07495
C: -5.27845 -4.76716 -1.25902
C: -5.22756 -4.07787 -2.46334
C: -4.98400 -2.71273 -2.45297
C: -4.75120 -2.01196 -1.26639
C: -4.57274 -0.51879 -1.33593
Sb: -2.53401 0.18301 -1.26785
C: -3.02928 2.24653 -1.34914
C: -2.18362 -0.05090 -3.36494
H: -3.16652 -2.45893 4.17043
H: -2.46681 -0.84089 3.87970
H: -1.40503 -2.21935 4.22131
H: -2.89718 -4.92255 1.10803
H: -2.56527 -4.75849 2.84963
H: -1.22196 -4.83590 1.68337
H: -4.55915 -1.00192 1.28658
H: -4.87500 -2.54176 2.10398
H: -5.09750 -4.62081 0.86767
H: -5.51847 -5.82318 -1.23884
H: -5.41455 -4.58948 -3.39920
H: -5.00058 -2.16018 -3.38776
H: -5.10673 -0.00328 -0.53431
H: -4.95442 -0.14002 -2.28578
H: -3.92036 2.35900 -1.96514
H: -2.19273 2.78023 -1.79617
H: -3.21745 2.65089 -0.35543
H: -2.83165 0.62563 -3.92324
H: -2.39162 -1.07985 -3.66184
H: -1.14096 0.17843 -3.58557
C: 4.23032 -1.79811 2.17710
As: 2.67033 -2.75320 2.74686
C: 3.34158 -4.49202 3.19163
C: 2.02679 -2.08116 4.41563
S: 1.19875 -3.03831 1.24181
H: 4.88153 -1.66181 3.03992
H: 3.97568 -0.83245 1.75139
H: 4.71694 -2.42776 1.43639
H: 4.12473 -4.40446 3.94291
H: 3.73633 -4.95514 2.29182
H: 2.52227 -5.09309 3.57614
H: 2.80397 -2.25762 5.15801
H: 1.13913 -2.65694 4.66280
H: 1.79110 -1.02471 4.33857